The following is a quantum chemistry calculation of 10 unconnected molecules or ions with the total composition C46H84O30 at a distorted geometry, from the Open Molecules 2025 dataset.

Output
SMILES string: C[C@H]1COC(=O)O1.C[C@H]1COC(=O)O1.C[C@H]1COC(=O)O1.C[C@H]1COC(=O)O1.C[C@H]1COC(=O)O1.C[C@H]1COC(=O)O1.C[C@H]1COC(=O)O1.COCCOCCOC.COCCOCCOC.COCCOCCOC
2S+1: 1
E_tot: -4060.212531 Ha
Frontier orbital gap: 9.52 eV
Total charge: 0
LUMO: 0.34 eV

Last columns: bonded neighbours and bond lengths (Å).
Element x y z (Å)
1 C 5.4483 -4.5659 -1.4791  C2 1.512, H8 1.078, H9 1.111, H10 1.124
2 C 4.9612 -3.1961 -1.0645  C1 1.512, C3 1.527, O7 1.452, H11 1.112
3 C 3.7482 -2.7051 -1.8509  C2 1.527, O4 1.465, H12 1.054, H13 1.065
4 O 2.8219 -2.2150 -0.8265  C3 1.465, C5 1.323
5 C 3.1924 -2.7767 0.3125  O4 1.323, O6 1.179, O7 1.374
6 O 2.6344 -2.7431 1.3503  C5 1.179
7 O 4.3895 -3.4473 0.2458  C2 1.452, C5 1.374
8 H 6.3231 -4.8109 -0.8996  C1 1.078
9 H 5.6480 -4.6355 -2.5697  C1 1.111
10 H 4.6593 -5.3500 -1.3148  C1 1.124
11 H 5.7632 -2.4258 -1.0592  C2 1.112
12 H 3.3534 -3.4495 -2.4841  C3 1.054
13 H 4.0704 -1.9307 -2.5075  C3 1.065
14 C -3.6855 1.8437 5.2708  C15 1.462, H21 1.097, H22 1.136, H23 1.090
15 C -3.1910 1.3485 3.9876  C14 1.462, C16 1.547, O20 1.466, H24 1.130
16 C -1.7041 1.5961 3.6377  C15 1.547, O17 1.431, H25 1.123, H26 1.115
17 O -1.3078 0.4248 2.9168  C16 1.431, C18 1.394
18 C -2.1522 -0.5894 3.3665  O17 1.394, O19 1.175, O20 1.310
19 O -1.9308 -1.7105 3.0928  C18 1.175
20 O -3.1508 -0.1151 4.0691  C15 1.466, C18 1.310
21 H -3.6468 2.9379 5.1945  C14 1.097
22 H -3.1761 1.4022 6.1856  C14 1.136
23 H -4.7337 1.5463 5.2772  C14 1.090
24 H -3.7702 1.6980 3.0829  C15 1.130
25 H -1.1291 1.7691 4.5861  C16 1.123
26 H -1.6633 2.4920 2.9748  C16 1.115
27 C -1.2116 -5.6240 -3.7174  C28 1.452, H34 1.067, H35 1.107, H36 1.066
28 C -0.8386 -4.2249 -3.8189  C27 1.452, C29 1.536, O33 1.458, H37 1.031
29 C 0.6948 -4.1580 -3.8677  C28 1.536, O30 1.464, H38 1.081, H39 1.117
30 O 0.9505 -3.9305 -5.2915  C29 1.464, C31 1.337
31 C -0.1719 -3.4879 -5.8672  O30 1.337, O32 1.210, O33 1.317
32 O -0.2049 -3.0921 -7.0104  C31 1.210
33 O -1.2106 -3.5574 -5.0607  C28 1.458, C31 1.317
34 H -0.5980 -6.3025 -4.2667  C27 1.067
35 H -2.2244 -5.8720 -4.0875  C27 1.107
36 H -1.1934 -5.9395 -2.6997  C27 1.066
37 H -1.2253 -3.7720 -2.9772  C28 1.031
38 H 1.2161 -5.0377 -3.5181  C29 1.081
39 H 1.1317 -3.2805 -3.3326  C29 1.117
40 C -3.9487 2.2864 -1.3270  C41 1.523, H47 1.082, H48 1.055, H49 1.146
41 C -4.0880 3.5070 -0.4269  C40 1.523, C42 1.510, O46 1.453, H50 1.132
42 C -5.3984 3.5553 0.3218  C41 1.510, O43 1.395, H51 1.133, H52 1.097
43 O -5.0563 3.9082 1.6270  C42 1.395, C44 1.314
44 C -3.7520 3.9612 1.7738  O43 1.314, O45 1.197, O46 1.399
45 O -3.1547 4.3344 2.7422  C44 1.197
46 O -3.1092 3.4413 0.6447  C41 1.453, C44 1.399
47 H -3.0311 2.0651 -1.8549  C40 1.082
48 H -4.6532 2.3600 -2.1093  C40 1.055
49 H -4.3038 1.3964 -0.6988  C40 1.146
50 H -3.9289 4.3729 -1.1385  C41 1.132
51 H -5.7553 2.4839 0.4157  C42 1.133
52 H -6.1325 4.2395 -0.1222  C42 1.097
53 C -5.4014 -4.5177 1.6183  C54 1.578, H60 1.102, H61 1.117, H62 1.128
54 C -4.6361 -3.1517 1.8136  C53 1.578, C55 1.517, O59 1.487, H63 1.087
55 C -3.6419 -2.7576 0.7381  C54 1.517, O56 1.415, H64 1.157, H65 1.060
56 O -3.8617 -1.3739 0.5393  C55 1.415, C57 1.340
57 C -5.0478 -1.0478 1.0705  O56 1.340, O58 1.220, O59 1.388
58 O -5.5454 0.0651 1.0219  C57 1.220
59 O -5.6343 -2.0496 1.8307  C54 1.487, C57 1.388
60 H -4.5835 -5.2315 1.8102  C53 1.102
61 H -5.8551 -4.6456 0.6052  C53 1.117
62 H -6.1991 -4.5751 2.4142  C53 1.128
63 H -4.2445 -3.1199 2.8270  C54 1.087
64 H -3.7126 -3.3560 -0.2492  C55 1.157
65 H -2.6524 -2.8819 1.0961  C55 1.060
66 C 1.8178 -5.6809 3.3522  C67 1.525, H73 1.101, H74 1.072, H75 1.125
67 C 0.7048 -5.6134 2.3115  C66 1.525, C68 1.565, O72 1.448, H76 1.077
68 C -0.0696 -4.2555 2.3758  C67 1.565, O69 1.440, H77 1.123, H78 1.074
69 O -0.2134 -3.9943 0.9669  C68 1.440, C70 1.384
70 C 0.6156 -4.7932 0.1985  O69 1.384, O71 1.190, O72 1.314
71 O 0.6834 -4.7794 -0.9892  C70 1.190
72 O 1.1856 -5.7089 0.9493  C67 1.448, C70 1.314
73 H 2.2172 -6.7002 3.4645  C66 1.101
74 H 1.3746 -5.3209 4.2593  C66 1.072
75 H 2.5572 -4.9157 2.9875  C66 1.125
76 H 0.0002 -6.4242 2.3959  C67 1.077
77 H 0.5413 -3.4058 2.7834  C68 1.123
78 H -0.9949 -4.3159 2.9169  C68 1.074
79 C -0.7191 1.5374 -0.6398  C80 1.503, H86 1.060, H87 1.129, H88 1.068
80 C 0.4598 0.6316 -0.4183  C79 1.503, C81 1.532, O85 1.418, H89 1.108
81 C -0.0202 -0.7820 -0.0734  C80 1.532, O82 1.450, H90 1.086, H91 1.086
82 O -0.0022 -1.3965 -1.3866  C81 1.450, C83 1.321
83 C 0.8507 -0.7391 -2.1511  O82 1.321, O84 1.217, O85 1.358
84 O 1.3762 -1.0682 -3.1982  C83 1.217
85 O 1.2516 0.4234 -1.5759  C80 1.418, C83 1.358
86 H -1.4233 1.0706 -1.2792  C79 1.060
87 H -0.5498 2.6270 -0.8809  C79 1.129
88 H -1.2231 1.7687 0.2731  C79 1.068
89 H 1.1151 1.1367 0.3183  C80 1.108
90 H -1.0564 -0.8713 0.2401  C81 1.086
91 H 0.6287 -1.4675 0.4631  C81 1.086
92 C 5.4794 -4.9996 3.5972  O93 1.460, H101 1.099, H102 1.132, H103 1.071
93 O 4.9299 -3.6564 3.7545  C92 1.460, C94 1.376
94 C 5.6139 -2.6939 4.4603  O93 1.376, C95 1.546, H104 1.078, H105 1.079
95 C 4.8714 -1.3399 4.3926  C94 1.546, O96 1.425, H106 1.158, H107 1.093
96 O 5.0168 -0.6870 3.1338  C95 1.425, C97 1.441
97 C 4.0872 0.3484 2.7583  O96 1.441, C98 1.550, H108 1.088, H109 1.090
98 C 4.5273 0.9305 1.3908  C97 1.550, O99 1.444, H110 1.079, H111 1.076
99 O 4.2229 0.0525 0.2861  C98 1.444, C100 1.426
100 C 4.6515 0.5701 -0.9719  O99 1.426, H112 1.116, H113 1.168, H114 1.097
101 H 4.9487 -5.5458 2.8043  C92 1.099
102 H 5.3768 -5.5176 4.5980  C92 1.132
103 H 6.5026 -4.8962 3.2988  C92 1.071
104 H 6.6432 -2.5505 4.1749  C94 1.078
105 H 5.5160 -2.9608 5.5014  C94 1.079
106 H 5.3345 -0.6426 5.1922  C95 1.158
107 H 3.8220 -1.5116 4.6473  C95 1.093
108 H 4.1310 1.1317 3.5118  C97 1.088
109 H 3.0433 0.0378 2.7204  C97 1.090
110 H 5.5890 1.1239 1.3930  C98 1.079
111 H 3.9882 1.8605 1.3336  C98 1.076
112 H 4.0219 0.2157 -1.8220  C100 1.116
113 H 5.7785 0.3346 -1.1698  C100 1.168
114 H 4.5638 1.6633 -0.9383  C100 1.097
115 C 1.6632 8.4382 0.8042  O116 1.463, H124 1.146, H125 1.108, H126 1.104
116 O 0.7160 8.2009 -0.2852  C115 1.463, C117 1.459
117 C 0.8638 6.8916 -0.9125  O116 1.459, C118 1.480, H127 1.070, H128 1.067
118 C 0.2489 5.8256 -0.0908  C117 1.480, O119 1.402, H129 1.108, H130 1.102
119 O 1.2326 5.1169 0.6130  C118 1.402, C120 1.389
120 C 0.7081 4.2787 1.5883  O119 1.389, C121 1.473, H131 1.107, H132 1.108
121 C 0.6167 4.7106 2.9937  C120 1.473, O122 1.451, H133 1.088, H134 1.101
122 O 1.9068 5.0801 3.5456  C121 1.451, C123 1.400
123 C 1.8496 5.1988 4.9392  O122 1.400, H135 1.130, H136 1.098, H137 1.090
124 H 1.7632 7.4900 1.4396  C115 1.146
125 H 1.1690 9.2347 1.3947  C115 1.108
126 H 2.6300 8.8047 0.4167  C115 1.104
127 H 1.8921 6.6031 -0.9808  C117 1.070
128 H 0.4923 7.0599 -1.8986  C117 1.067
129 H -0.3818 5.0902 -0.6286  C118 1.108
130 H -0.4246 6.3313 0.6192  C118 1.102
131 H 1.1994 3.2865 1.6150  C120 1.107
132 H -0.3442 3.9748 1.4236  C120 1.108
133 H 0.1976 3.8500 3.5108  C121 1.088
134 H -0.1427 5.4911 3.1560  C121 1.101
135 H 2.8681 5.5204 5.3080  C123 1.130
136 H 1.5796 4.2584 5.4377  C123 1.098
137 H 1.1366 5.9475 5.2831  C123 1.090
138 C -3.6494 3.4065 -6.5422  O139 1.401, H147 1.115, H148 1.077, H149 1.038
139 O -3.2698 3.6107 -5.2090  C138 1.401, C140 1.407
140 C -1.9705 4.1443 -5.1338  O139 1.407, C141 1.488, H150 1.112, H151 1.135
141 C -1.0311 3.1211 -4.5993  C140 1.488, O142 1.435, H152 1.106, H153 1.089
142 O -1.0549 2.1411 -5.6478  C141 1.435, C143 1.402
143 C -0.4532 0.8947 -5.4247  O142 1.402, C144 1.520, H154 1.081, H155 1.119
144 C -1.3982 -0.2045 -4.9659  C143 1.520, O145 1.455, H156 1.126, H157 1.146
145 O -1.6783 -0.2191 -3.5378  C144 1.455, C146 1.411
146 C -2.9775 -0.7467 -3.3793  O145 1.411, H158 1.093, H159 1.117, H160 1.068
147 H -3.1633 2.5042 -6.9822  C138 1.115
148 H -3.4041 4.2549 -7.1581  C138 1.077
149 H -4.6777 3.2962 -6.6355  C138 1.038
150 H -2.0443 5.0661 -4.5165  C140 1.112
151 H -1.5755 4.4589 -6.1507  C140 1.135
152 H -1.3568 2.6998 -3.6295  C141 1.106
153 H -0.0474 3.5758 -4.4916  C141 1.089
154 H 0.4114 1.0162 -4.7876  C143 1.081
155 H -0.1103 0.5417 -6.4297  C143 1.119
156 H -0.9252 -1.1872 -5.2475  C144 1.126
157 H -2.3780 -0.0902 -5.5494  C144 1.146
158 H -3.7683 -0.1011 -3.7696  C146 1.093
159 H -3.2583 -0.7868 -2.2992  C146 1.117
160 H -2.9857 -1.6912 -3.8784  C146 1.068

These are the Mulliken partial charges, in e, on atoms 1 to 2:
1. C -1.6247
2. C 0.5904